Record 1
# C6H10N2

The molecule C6H10N2 (wB97M-V/def2-TZVPD, OMol25).

Computed properties:
HOMO-LUMO gap (eV): 9.64
LUMO energy (eV): 1.0
Total energy (eV): -9362.030

Structure (XYZ):
```
18
C6H10N2, DFT wB97M-V/def2-TZVPD
N -2.520 0.006 0.410
C -1.467 -0.042 -0.604
C -0.717 1.238 -0.332
C 0.484 1.271 0.240
C 1.396 0.052 0.507
N 2.722 -0.119 -0.315
C 0.616 -1.259 0.120
C -0.672 -1.262 -0.180
H -2.508 0.746 1.040
H -2.594 -0.887 0.837
H -1.867 -0.067 -1.584
H -1.121 2.189 -0.621
H 0.923 2.273 0.471
H 1.487 -0.020 1.617
H 2.820 0.571 -1.097
H 3.453 0.325 0.286
H 1.308 -2.085 0.259
H -1.156 -2.248 -0.375
```

---

Record 2
# C6H10N2

C6H10N2 as an isolated structure (wB97M-V/def2-TZVPD, OMol25).

Computed properties:
HOMO-LUMO gap (eV): 9.56
LUMO energy (eV): 1.0
Total energy (eV): -9361.655

Structure (XYZ):
```
18
C6H10N2, DFT wB97M-V/def2-TZVPD
C 0.313 1.284 -0.940
C 1.142 0.003 -0.671
C 0.213 -1.203 -0.830
C -1.116 -1.128 1.275
C -1.179 0.169 0.574
C -0.034 1.138 0.539
H 1.007 2.086 -1.193
H -0.522 1.241 -1.640
H 2.016 -0.234 -1.323
H -0.067 -1.294 -1.926
H 0.763 -2.130 -0.484
H -0.329 -1.454 1.906
H -2.052 -1.533 1.658
H -2.149 0.599 0.430
H -0.177 2.000 1.304
H 1.965 1.113 0.719
N -1.032 -1.045 -0.155
N 1.240 0.390 0.756
```

---

Record 3
# C6H10N2

The molecule C6H10N2 (wB97M-V/def2-TZVPD, OMol25).

Computed properties:
HOMO-LUMO gap (eV): 9.16
LUMO energy (eV): 1.0
Total energy (eV): -9355.165

Structure (XYZ):
```
18
C6H10N2, DFT wB97M-V/def2-TZVPD
C -0.584 1.503 -1.853
C -0.189 0.531 -0.984
C 0.631 -0.879 -1.240
N 0.756 -1.431 0.301
C -0.451 -0.902 0.716
C -1.146 -0.087 1.742
C -0.332 0.448 0.544
N 0.980 0.742 0.827
H -0.540 1.314 -2.938
H -0.710 2.736 -1.392
H 1.789 -1.009 -1.644
H 0.061 -1.397 -1.935
H 1.108 -2.434 0.305
H -1.218 -1.345 0.144
H -2.296 -0.034 1.888
H -0.422 0.157 2.688
H 1.099 1.965 1.166
H 1.464 0.124 1.663
```

---

Record 4
# C6H10N2O

C6H10N2O as an isolated structure (wB97M-V/def2-TZVPD, OMol25).

Computed properties:
HOMO-LUMO gap (eV): 9.98
LUMO energy (eV): 0.8
Total energy (eV): -11405.481

Structure (XYZ):
```
19
C6H10N2O, DFT wB97M-V/def2-TZVPD
C 1.117 0.003 1.381
C 1.045 -1.891 -0.407
C 0.645 -0.586 -0.976
C -0.777 -0.019 -1.184
C -0.829 1.452 -0.888
C -1.497 0.957 0.606
H 0.929 -1.205 2.667
H 0.998 1.145 0.934
H 0.236 -2.383 -0.024
H 1.795 -2.570 -0.986
H 1.450 -0.335 -1.901
H -1.186 -0.346 -2.098
H 0.091 2.041 -0.935
H -1.912 2.109 -1.385
H -2.440 1.590 0.736
H -0.714 1.321 1.421
N 1.086 -0.236 2.632
N 1.409 -0.674 0.293
O -1.446 -0.374 0.111
```

---

Please write out number 1 again, unchanged.
# C6H10N2

The molecule C6H10N2 (wB97M-V/def2-TZVPD, OMol25).

Computed properties:
HOMO-LUMO gap (eV): 9.64
LUMO energy (eV): 1.0
Total energy (eV): -9362.030

Structure (XYZ):
```
18
C6H10N2, DFT wB97M-V/def2-TZVPD
N -2.520 0.006 0.410
C -1.467 -0.042 -0.604
C -0.717 1.238 -0.332
C 0.484 1.271 0.240
C 1.396 0.052 0.507
N 2.722 -0.119 -0.315
C 0.616 -1.259 0.120
C -0.672 -1.262 -0.180
H -2.508 0.746 1.040
H -2.594 -0.887 0.837
H -1.867 -0.067 -1.584
H -1.121 2.189 -0.621
H 0.923 2.273 0.471
H 1.487 -0.020 1.617
H 2.820 0.571 -1.097
H 3.453 0.325 0.286
H 1.308 -2.085 0.259
H -1.156 -2.248 -0.375
```